Record 1
Below is a 13-piece molecular cluster, C42H70BrCl24F3O5 overall at a distorted geometry, with properties calculated with ωB97M-V/def2-TZVPD.

Results
- DFT total energy (eV) = -433649.202
- molecular weight (g/mol) = 1642.8
- HOMO (eV) = -9.077

Atoms and positions in Å:
1 C 3.665 1.541 0.055
2 O 3.418 0.133 0.404
3 C 4.252 -0.778 -0.449
4 C 3.794 -0.500 -1.999
5 C 4.062 -1.762 -3.025
6 C 2.893 -1.873 -4.216
7 C 1.577 -2.574 -3.518
8 C 0.167 -1.770 -3.748
9 C -0.128 -0.763 -2.489
10 C -0.490 -1.217 -1.086
11 C -0.643 -2.826 -0.823
12 C -1.250 -3.241 0.642
13 O -2.623 -3.823 0.511
14 C -0.174 -4.329 1.317
15 F 1.212 -3.735 1.398
16 F -0.159 -5.634 0.555
17 F -0.595 -4.545 2.739
18 C -0.696 -0.017 0.017
19 O -0.242 -0.004 1.273
20 C -1.515 1.332 -0.536
21 C -1.179 1.776 -1.948
22 C -1.958 3.066 -2.629
23 C -3.507 3.168 -2.053
24 O -3.838 4.318 -1.447
25 Br -4.907 1.748 -2.200
26 C -0.028 0.883 -2.770
27 O 0.909 1.417 -3.559
28 H 2.996 1.933 -0.851
29 H 3.416 2.288 0.952
30 H 4.788 1.758 -0.227
31 H 5.392 -0.521 -0.256
32 H 3.986 -1.880 -0.078
33 H 2.617 -0.303 -1.992
34 H 4.275 0.475 -2.468
35 H 5.146 -1.780 -3.469
36 H 3.950 -2.775 -2.404
37 H 2.680 -0.850 -4.742
38 H 3.321 -2.670 -4.983
39 H 1.780 -2.578 -2.356
40 H 1.429 -3.666 -3.966
41 H 0.308 -1.071 -4.706
42 H -0.754 -2.460 -3.961
43 H -1.426 -3.222 -1.632
44 H 0.329 -3.457 -0.988
45 H -1.351 -2.362 1.409
46 H -2.609 -4.573 -0.156
47 H -2.326 1.867 0.117
48 H -1.386 4.035 -2.290
49 H -2.053 2.950 -3.799
50 Cl -6.818 -2.762 -1.137
51 C -6.475 -4.496 -1.358
52 C -4.997 -4.814 -1.201
53 Cl -4.021 -4.149 -2.536
54 H -6.850 -4.793 -2.343
55 H -7.053 -5.032 -0.599
56 H -4.846 -5.898 -1.210
57 H -4.598 -4.423 -0.261
58 Cl 2.851 4.031 2.736
59 C 2.503 2.520 3.612
60 C 2.606 2.693 5.119
61 Cl 4.286 2.960 5.651
62 H 3.188 1.749 3.246
63 H 1.484 2.225 3.341
64 H 2.257 1.787 5.622
65 H 2.001 3.533 5.471
66 Cl 6.548 -0.163 6.435
67 C 6.326 -0.121 8.202
68 C 5.084 -0.880 8.642
69 Cl 3.583 -0.063 8.138
70 H 6.291 0.927 8.516
71 H 7.217 -0.578 8.644
72 H 5.056 -0.945 9.734
73 H 5.069 -1.897 8.240
74 Cl 5.116 3.373 11.352
75 C 6.878 3.634 11.372
76 C 7.579 2.903 10.238
77 Cl 7.541 1.135 10.452
78 H 7.257 3.320 12.349
79 H 7.040 4.712 11.275
80 H 8.634 3.194 10.203
81 H 7.130 3.138 9.268
82 Cl -8.963 -3.377 3.322
83 C -8.621 -5.111 3.101
84 C -7.143 -5.429 3.258
85 Cl -6.167 -4.764 1.924
86 H -8.995 -5.408 2.116
87 H -9.199 -5.647 3.860
88 H -6.992 -6.513 3.249
89 H -6.743 -5.038 4.198
90 Cl 2.446 -3.728 9.897
91 C 1.467 -3.223 8.497
92 C 0.051 -3.774 8.558
93 Cl 0.006 -5.540 8.326
94 H 1.985 -3.542 7.587
95 H 1.440 -2.130 8.507
96 H -0.554 -3.336 7.758
97 H -0.431 -3.545 9.513
98 Cl -10.530 3.548 0.388
99 C -8.767 3.808 0.408
100 C -8.067 3.077 -0.727
101 Cl -8.105 1.309 -0.512
102 H -8.389 3.494 1.385
103 H -8.606 4.886 0.311
104 H -7.012 3.368 -0.761
105 H -8.516 3.312 -1.696
106 Cl -5.603 -5.639 -4.942
107 C -6.444 -4.572 -6.094
108 C -5.624 -4.326 -7.351
109 Cl -4.180 -3.332 -7.029
110 H -6.682 -3.636 -5.579
111 H -7.384 -5.066 -6.355
112 H -6.224 -3.781 -8.086
113 H -5.295 -5.264 -7.809
114 Cl 7.963 -2.429 -2.877
115 C 8.344 -3.594 -4.170
116 C 7.591 -3.291 -5.456
117 Cl 5.842 -3.591 -5.296
118 H 8.121 -4.599 -3.799
119 H 9.422 -3.529 -4.347
120 H 7.950 -3.941 -6.259
121 H 7.730 -2.253 -5.770
122 Cl 2.339 3.873 -2.692
123 C 2.795 5.551 -2.307
124 C 4.018 5.621 -1.406
125 Cl 3.677 5.025 0.238
126 H 1.930 6.043 -1.852
127 H 3.007 6.048 -3.259
128 H 4.345 6.660 -1.303
129 H 4.852 5.040 -1.811
130 Cl -8.181 5.328 -3.486
131 C -6.662 4.669 -4.142
132 C -6.761 4.371 -5.629
133 Cl -7.846 2.999 -5.969
134 H -6.403 3.775 -3.567
135 H -5.888 5.422 -3.965
136 H -5.775 4.097 -6.020
137 H -7.121 5.237 -6.192
138 Cl 4.087 7.303 -4.935
139 C 2.651 7.678 -5.920
140 C 2.643 6.916 -7.236
141 Cl 3.916 7.481 -8.347
142 H 2.621 8.760 -6.079
143 H 1.777 7.398 -5.323
144 H 1.688 7.068 -7.747
145 H 2.779 5.842 -7.081

Record 2
Below is a 10-piece molecular cluster, C42H75F6N12O6P overall at a distorted geometry, with properties calculated with ωB97M-V/def2-TZVPD.

Results
- DFT total energy (eV) = -100520.605
- molecular weight (g/mol) = 989.1
- ΔE to the lowest compared entry with this formula, charge and spin (kJ/mol) = 0.0
- charge = +2
- HOMO (eV) = -10.286

Atoms and positions in Å:
1 C 5.060 -0.634 0.944
2 C 4.017 -1.691 1.290
3 N 3.974 -2.696 0.227
4 C 3.518 -2.490 -1.054
5 C 3.766 -3.638 -1.714
6 N 4.455 -4.477 -0.876
7 C 4.461 -3.916 0.323
8 C 4.770 -5.906 -1.143
9 H 5.324 -0.104 1.865
10 H 4.703 0.120 0.247
11 H 5.997 -1.102 0.637
12 H 3.042 -1.219 1.411
13 H 4.206 -2.207 2.229
14 H 3.145 -1.518 -1.336
15 H 3.669 -3.971 -2.734
16 H 4.961 -4.271 1.210
17 H 5.791 -5.892 -1.513
18 H 4.067 -6.283 -1.876
19 H 4.657 -6.448 -0.213
20 C 1.318 4.442 -2.461
21 C 1.465 2.967 -2.208
22 N 2.351 2.231 -3.104
23 C 3.475 2.754 -3.713
24 C 4.131 1.730 -4.299
25 N 3.350 0.612 -4.132
26 C 2.317 0.930 -3.358
27 C 3.634 -0.753 -4.574
28 H 2.225 5.043 -2.404
29 H 0.686 4.894 -1.692
30 H 0.758 4.618 -3.383
31 H 0.483 2.503 -2.111
32 H 1.854 2.735 -1.207
33 H 3.798 3.763 -3.539
34 H 5.063 1.732 -4.836
35 H 1.555 0.245 -2.984
36 H 3.156 -1.445 -3.889
37 H 4.707 -0.925 -4.565
38 H 3.274 -0.865 -5.595
39 C 0.816 0.280 -7.602
40 C -0.497 -0.365 -7.231
41 N -0.397 -1.303 -6.119
42 C -0.987 -1.159 -4.893
43 C -0.695 -2.289 -4.198
44 N -0.033 -3.093 -5.042
45 C 0.077 -2.538 -6.247
46 C 0.368 -4.443 -4.669
47 H 0.770 1.078 -8.341
48 H 1.628 -0.365 -7.948
49 H 1.216 0.760 -6.696
50 H -0.943 -0.907 -8.068
51 H -1.243 0.408 -7.055
52 H -1.486 -0.254 -4.608
53 H -0.895 -2.567 -3.172
54 H 0.788 -2.835 -6.999
55 H 1.429 -4.525 -4.462
56 H 0.080 -5.228 -5.370
57 H -0.289 -4.705 -3.825
58 C -2.518 -2.631 3.608
59 C -2.079 -2.492 5.066
60 N -3.281 -2.177 5.857
61 C -3.889 -0.951 5.837
62 C -4.930 -0.987 6.677
63 N -4.984 -2.278 7.185
64 C -3.978 -2.950 6.669
65 C -6.113 -2.828 7.929
66 H -2.982 -1.729 3.203
67 H -3.149 -3.490 3.392
68 H -1.603 -2.676 3.006
69 H -1.382 -1.660 5.111
70 H -1.680 -3.447 5.397
71 H -3.636 -0.154 5.145
72 H -5.730 -0.299 6.879
73 H -3.628 -3.936 6.929
74 H -5.756 -3.798 8.281
75 H -6.952 -2.979 7.255
76 H -6.393 -2.247 8.800
77 C 1.180 7.366 -0.114
78 C 1.721 6.917 1.218
79 N 1.694 5.432 1.413
80 C 0.654 4.602 1.733
81 C 1.187 3.361 1.875
82 N 2.519 3.464 1.605
83 C 2.799 4.720 1.276
84 C 3.419 2.329 1.451
85 H 1.987 7.267 -0.845
86 H 1.005 8.446 -0.047
87 H 0.259 6.993 -0.556
88 H 1.194 7.242 2.120
89 H 2.747 7.232 1.376
90 H -0.307 5.065 1.870
91 H 0.768 2.398 2.106
92 H 3.771 5.063 0.970
93 H 2.928 1.358 1.426
94 H 4.044 2.354 2.340
95 H 3.917 2.351 0.485
96 C -5.534 -1.217 0.201
97 C -4.443 -0.358 0.794
98 N -3.963 0.661 -0.136
99 C -3.111 0.437 -1.175
100 C -2.824 1.604 -1.783
101 N -3.568 2.557 -1.087
102 C -4.317 1.933 -0.186
103 C -3.818 3.934 -1.503
104 H -6.527 -0.867 -0.103
105 H -5.833 -1.947 0.962
106 H -5.216 -1.792 -0.677
107 H -3.619 -0.974 1.147
108 H -4.796 0.116 1.715
109 H -2.721 -0.566 -1.278
110 H -2.064 1.864 -2.492
111 H -4.980 2.453 0.486
112 H -4.465 3.962 -2.375
113 H -2.857 4.362 -1.789
114 H -4.210 4.496 -0.662
115 C -1.681 -3.470 -0.499
116 C -2.612 -4.354 -1.371
117 O -2.369 -4.401 -2.635
118 O -3.486 -5.005 -0.763
119 H -0.724 -3.277 -0.986
120 H -1.501 -3.952 0.462
121 H -2.230 -2.543 -0.299
122 C -0.039 -0.558 0.896
123 C 0.555 -0.221 -0.478
124 O 1.665 0.417 -0.416
125 O -0.035 -0.581 -1.550
126 H -0.868 -1.257 0.851
127 H -0.322 0.404 1.335
128 H 0.740 -0.935 1.561
129 C -2.184 2.655 2.682
130 C -2.980 2.076 3.883
131 O -2.456 2.163 5.004
132 O -4.182 1.707 3.625
133 H -1.132 2.417 2.842
134 H -2.369 3.720 2.853
135 H -2.441 2.315 1.689
136 P 1.968 -0.468 5.135
137 F 0.362 -0.219 5.152
138 F 2.150 0.772 4.061
139 F 2.074 0.632 6.323
140 F 3.566 -0.727 5.228
141 F 1.880 -1.613 6.275
142 F 1.804 -1.423 3.830

Record 3
Below is a 7-piece molecular cluster, C42H76BClF3IN2O9S2 overall at a distorted geometry, with properties calculated with ωB97M-V/def2-TZVPD.

Results
- DFT total energy (eV) = -117312.044
- molecular weight (g/mol) = 1047.4
- structure (SMILES) = COCCCCCCCCCCc1c(S)ccc2c1N(Cl)c1c(C[C@H](C)I)c(B(O)O)c(N)c(CCC(F)=C(F)F)c1S2.CCO.CCO.CCO.CCO.CCO.CCO
- HOMO (eV) = -8.148

Atoms and positions in Å:
1 C -0.676 -7.226 2.735
2 O -1.595 -6.358 3.404
3 C -2.654 -5.925 2.518
4 C -3.314 -4.585 3.033
5 C -2.925 -3.315 2.160
6 C -2.356 -2.112 3.034
7 C -1.682 -1.052 2.087
8 C -1.303 0.300 2.824
9 C -0.527 1.189 1.785
10 C -0.205 2.647 2.285
11 C 1.082 2.728 3.210
12 C 2.446 2.867 2.380
13 C 3.099 1.492 2.063
14 C 3.581 0.703 3.214
15 S 3.473 1.336 4.938
16 C 4.179 -0.631 3.072
17 C 4.301 -1.173 1.733
18 C 3.856 -0.383 0.603
19 C 3.258 0.948 0.695
20 N 2.795 1.746 -0.428
21 Cl 1.211 1.130 -0.923
22 C 3.619 1.607 -1.616
23 C 3.794 2.806 -2.454
24 C 3.125 4.161 -2.040
25 C 4.221 5.261 -1.658
26 C 4.496 5.353 -0.117
27 I 3.593 7.196 -2.495
28 C 4.579 2.729 -3.696
29 B 4.781 3.996 -4.684
30 O 6.016 4.449 -5.138
31 O 3.589 4.636 -5.123
32 C 5.211 1.466 -4.147
33 N 5.943 1.469 -5.394
34 C 5.060 0.261 -3.293
35 C 5.770 -1.051 -3.758
36 C 6.771 -1.650 -2.656
37 C 6.424 -3.170 -2.560
38 F 6.574 -3.928 -3.701
39 C 5.950 -3.774 -1.451
40 F 5.120 -4.853 -1.627
41 F 6.254 -3.429 -0.180
42 C 4.261 0.387 -2.086
43 S 4.018 -1.106 -1.051
44 H 0.321 -6.715 2.630
45 H -0.550 -8.178 3.326
46 H -0.995 -7.533 1.706
47 H -3.467 -6.729 2.570
48 H -2.328 -5.878 1.446
49 H -3.083 -4.474 4.122
50 H -4.425 -4.752 2.965
51 H -2.229 -3.591 1.324
52 H -3.879 -2.942 1.695
53 H -1.660 -2.521 3.819
54 H -3.256 -1.671 3.554
55 H -0.765 -1.547 1.653
56 H -2.386 -0.890 1.224
57 H -2.230 0.766 3.239
58 H -0.592 -0.005 3.643
59 H 0.459 0.684 1.603
60 H -1.150 1.285 0.859
61 H -1.098 3.058 2.839
62 H -0.011 3.335 1.415
63 H 1.061 1.804 3.843
64 H 0.926 3.591 3.907
65 H 3.129 3.553 2.954
66 H 2.144 3.355 1.411
67 H 3.095 0.201 5.628
68 H 4.541 -1.211 3.948
69 H 4.751 -2.174 1.570
70 H 2.544 4.591 -2.899
71 H 2.480 4.038 -1.133
72 H 5.210 5.050 -2.149
73 H 4.934 4.380 0.228
74 H 3.596 5.682 0.454
75 H 5.304 6.124 0.029
76 H 6.728 4.059 -4.604
77 H 3.522 4.517 -6.090
78 H 5.342 1.234 -6.184
79 H 6.772 0.882 -5.350
80 H 6.372 -0.933 -4.688
81 H 4.969 -1.807 -3.998
82 H 7.846 -1.490 -2.924
83 H 6.619 -1.162 -1.659
84 C -8.477 -2.953 3.048
85 C -6.980 -3.152 3.181
86 O -6.281 -1.985 2.768
87 H -8.742 -2.721 2.015
88 H -9.020 -3.848 3.358
89 H -8.811 -2.110 3.661
90 H -6.648 -3.980 2.553
91 H -6.707 -3.374 4.219
92 H -6.567 -1.256 3.331
93 C 1.463 -10.942 -0.408
94 C 0.743 -9.630 -0.159
95 O -0.485 -9.857 0.526
96 H 0.837 -11.614 -0.999
97 H 2.402 -10.777 -0.939
98 H 1.677 -11.450 0.535
99 H 0.512 -9.136 -1.103
100 H 1.362 -8.955 0.442
101 H -0.275 -10.285 1.365
102 C -7.235 -8.957 0.969
103 C -5.885 -8.872 1.656
104 O -5.652 -7.551 2.134
105 H -7.284 -8.255 0.135
106 H -7.419 -9.965 0.592
107 H -8.038 -8.688 1.661
108 H -5.085 -9.120 0.957
109 H -5.834 -9.568 2.500
110 H -6.356 -7.339 2.758
111 C 3.692 11.744 -2.292
112 C 2.608 12.033 -3.313
113 O 2.950 11.461 -4.573
114 H 4.650 12.147 -2.627
115 H 3.444 12.184 -1.324
116 H 3.826 10.666 -2.165
117 H 2.492 13.107 -3.454
118 H 1.647 11.622 -2.989
119 H 3.043 10.509 -4.446
120 C -13.030 -5.780 2.453
121 C -11.529 -5.992 2.515
122 O -10.921 -5.010 3.350
123 H -13.259 -4.784 2.069
124 H -13.504 -6.524 1.810
125 H -13.471 -5.847 3.451
126 H -11.090 -5.903 1.521
127 H -11.293 -6.986 2.910
128 H -11.306 -5.098 4.230
129 C 2.050 16.040 -6.395
130 C 1.917 14.921 -5.380
131 O 1.230 15.383 -4.220
132 H 2.592 16.884 -5.964
133 H 2.581 15.698 -7.286
134 H 1.066 16.411 -6.693
135 H 2.900 14.568 -5.070
136 H 1.365 14.074 -5.801
137 H 0.357 15.684 -4.498